107
Properties=species:S:1:pos:R:3:forces:R:3:lowdin_charge:R:1 method="wB97M-V/def2-TZVPD" molar_mass_g_mol=1475.56 max_force_ev_per_a=0.653 e_above_lowest_ev=2.2017 orbital_gap_ev=5.69 homo_ev=-6.9 e_tot_ha=-7152.72739
Ca 0.51518 -1.14613 0.16535 0.6 -0.1 -0.2 1.454
I 5.07476 3.27606 7.44919 0.0 0.0 0.0 0.865
C 3.95467 2.29667 5.98763 0.0 0.0 0.0 -0.742
C 4.46251 2.15423 4.70759 0.0 0.0 0.0 -0.140
C 3.71407 1.49674 3.74035 0.0 0.0 0.0 -0.025
C 2.45547 0.98277 4.02401 -0.1 0.1 0.1 -0.180
C 1.96236 1.14354 5.32059 0.0 0.0 0.0 -0.027
C 2.70090 1.78917 6.29841 0.0 0.0 0.0 -0.140
C 1.57242 0.27570 3.04047 0.1 -0.1 0.2 -0.072
C 1.48151 -1.17358 3.21890 -0.1 0.1 -0.1 -0.244
C 1.90987 -1.96963 4.32466 0.1 0.0 0.0 -0.009
C 1.80123 -3.28075 3.92595 0.0 0.0 0.0 -0.003
C 1.29427 -3.27440 2.58932 0.0 0.1 -0.1 -0.248
C 1.02883 -4.38471 1.75449 0.0 -0.1 0.1 -0.045
C 1.41965 -5.71483 2.31511 0.1 0.0 -0.1 -0.214
C 2.52213 -6.39255 1.80185 -0.1 0.0 0.0 -0.025
C 2.89819 -7.62516 2.31287 0.0 -0.1 0.0 -0.145
C 2.16348 -8.19001 3.34513 0.0 0.0 0.0 -0.742
I 2.72176 -10.04660 4.11788 0.0 0.0 0.0 0.859
C 1.06147 -7.52975 3.86538 0.0 0.0 0.0 -0.144
C 0.69551 -6.29444 3.34984 0.0 0.0 0.0 -0.026
C 0.41540 -4.41248 0.49430 -0.1 0.1 -0.1 -0.241
N -0.11241 -3.31917 -0.17109 0.1 0.2 0.4 -0.033
C -0.80883 -3.76295 -1.22010 -0.2 0.1 -0.2 -0.240
C -1.68931 -2.93965 -2.03328 0.1 -0.2 0.0 -0.065
C -2.45952 -3.66698 -3.08741 0.0 0.0 0.0 -0.223
C -3.43883 -4.59791 -2.74775 0.0 0.0 0.0 -0.033
C -4.16883 -5.25593 -3.72521 0.0 0.0 0.0 -0.144
C -3.91985 -4.98740 -5.06386 0.0 0.0 0.0 -0.743
I -5.01722 -5.97270 -6.54079 0.0 0.0 0.0 0.857
C -2.94826 -4.06758 -5.42447 0.0 0.0 -0.1 -0.147
C -2.22508 -3.41503 -4.43569 0.0 0.0 0.0 -0.027
C -1.99751 -1.60722 -1.85599 -0.1 0.1 0.0 -0.233
C -3.15860 -0.93652 -2.45337 0.0 -0.1 0.0 0.019
C -3.26586 0.27905 -1.89282 0.0 0.1 0.1 0.014
C -2.14748 0.42233 -0.94794 -0.1 -0.1 -0.1 -0.247
N -1.39240 -0.70443 -1.00834 0.2 -0.1 0.2 -0.049
C -1.82223 1.56476 -0.21071 0.1 0.0 0.0 -0.079
C -0.64136 1.63493 0.61201 -0.1 0.0 -0.1 -0.177
C 0.36085 2.76480 0.52596 0.0 0.0 -0.1 -0.036
C 1.49025 2.28182 1.45815 0.1 0.0 0.1 -0.044
C 0.95524 1.02099 2.07847 -0.1 0.0 -0.1 -0.185
N -0.20272 0.66303 1.38419 -0.1 -0.2 0.1 0.052
C -2.74545 2.73731 -0.28355 -0.1 0.0 0.0 -0.163
C -2.38850 4.01678 -0.70292 0.0 0.0 0.0 -0.016
C -3.31959 5.04046 -0.80005 0.0 0.0 0.0 -0.131
C -4.64118 4.79881 -0.46577 0.1 0.0 0.0 -0.737
I -6.05571 6.32030 -0.65781 0.0 0.0 0.0 0.853
C -5.02251 3.54641 -0.00912 0.0 0.0 0.0 -0.144
C -4.07894 2.53606 0.08791 0.0 0.0 0.0 -0.041
C -0.68613 -5.19545 -1.31363 0.0 0.0 0.0 -0.009
C 0.06334 -5.59262 -0.24696 0.0 0.0 0.0 0.000
N 1.12958 -1.97210 2.20242 -0.3 0.0 -0.2 -0.026
H 5.43792 2.55027 4.45900 0.0 0.0 0.0 0.096
H 4.13597 1.39204 2.75161 0.0 0.0 0.0 0.087
H 0.97758 0.76238 5.56189 0.0 0.0 0.0 0.128
H 2.29632 1.90515 7.29471 0.0 0.0 0.0 0.095
H 2.26466 -1.61434 5.27826 0.0 0.0 0.0 0.102
H 2.04639 -4.15323 4.51009 0.0 0.0 0.0 0.108
H 3.09005 -5.94816 0.99398 0.0 0.0 0.0 0.125
H 3.75833 -8.14118 1.90851 0.0 0.0 0.0 0.093
H 0.48708 -7.97420 4.66665 0.0 0.0 0.0 0.094
H -0.16689 -5.77831 3.75300 0.0 0.0 0.0 0.129
H -3.63686 -4.80422 -1.70295 0.0 0.0 0.0 0.128
H -4.93127 -5.96998 -3.44479 0.0 0.0 0.0 0.094
H -2.75216 -3.85928 -6.46753 0.0 0.0 0.0 0.093
H -1.46404 -2.69669 -4.71520 0.0 0.0 0.0 0.123
H -3.82983 -1.37830 -3.17248 0.0 0.0 0.0 0.116
H -4.02552 1.01868 -2.08557 0.0 0.0 0.0 0.110
H -0.03100 3.77265 0.64101 0.0 0.0 0.0 0.158
H 1.95149 3.00052 2.12999 0.0 0.0 0.0 0.162
H -1.37285 4.23758 -0.98483 0.0 0.0 0.0 0.081
H -3.00625 6.01097 -1.16207 0.0 0.0 0.0 0.091
H -6.04838 3.35581 0.27630 0.0 0.0 0.0 0.094
H -4.38295 1.56450 0.45798 0.0 0.0 0.0 0.125
H -1.12802 -5.82799 -2.06551 0.0 0.0 0.0 0.106
H 0.32145 -6.60491 0.01942 0.0 0.0 0.0 0.112
C 3.65382 -0.19594 0.29059 0.0 0.0 0.0 -0.050
O 2.47203 0.51334 -0.07967 -0.2 0.0 0.1 -0.194
C 2.38872 1.91722 0.19938 0.0 0.0 0.0 -0.272
C 3.71760 2.59265 0.20069 0.1 0.0 0.0 -0.067
C 3.88896 3.76620 -0.39383 0.0 -0.1 0.0 -0.648
Br 5.54423 4.66904 -0.26563 0.0 0.0 0.0 0.779
C 2.86178 4.41154 -1.19748 -0.1 0.0 0.0 -0.034
C 1.67851 3.83322 -1.40142 0.0 0.0 0.1 -0.055
C 1.28133 2.53889 -0.73996 0.0 0.0 0.0 -0.271
O 0.82054 1.67952 -1.75846 0.0 -0.1 0.0 0.040
C 0.67630 4.51637 -2.22714 -0.1 0.1 -0.1 -0.298
N 0.43890 5.80125 -2.16021 0.1 0.0 0.0 0.189
C -0.61117 6.01486 -3.03444 -0.1 0.0 0.0 -0.242
C -1.32051 7.18629 -3.30624 0.0 0.0 0.0 -0.024
C -2.40025 7.10001 -4.16039 0.0 0.0 0.0 -0.094
C -2.77578 5.87932 -4.74772 0.0 0.0 0.0 -0.090
C -2.08050 4.71341 -4.50051 0.0 0.0 0.0 -0.017
C -0.99281 4.80639 -3.63674 -0.1 0.1 0.0 -0.202
N -0.13713 3.86606 -3.11403 0.0 -0.1 0.0 0.178
H 4.52222 0.17045 -0.25618 0.0 0.0 0.0 0.101
H 3.48770 -1.23611 0.00881 0.0 0.0 0.0 0.098
H 3.83066 -0.16577 1.36607 0.0 0.0 0.0 0.088
H 4.53193 2.14944 0.75499 0.0 0.0 0.0 0.096
H 3.07982 5.36591 -1.65625 0.0 0.0 0.0 0.112
H 0.12872 1.06763 -1.45425 0.0 0.3 0.0 0.067
H -1.03208 8.12077 -2.84339 0.0 0.0 0.0 0.112
H -2.97899 7.98681 -4.38271 0.0 0.0 0.0 0.100
H -3.63549 5.85521 -5.40424 0.0 0.0 0.0 0.101
H -2.37830 3.77313 -4.94580 0.0 0.0 0.0 0.110
H -0.12255 2.86908 -3.25505 0.0 0.0 0.0 0.152